Density functional theory data (ωB97M-V with the def2-TZVPD basis set) for a 8-piece molecular cluster, C12H43BO13 overall.

Each line ends with the Löwdin spin population.
Atoms and positions in Å:
O 3.110 -0.655 -0.762  0.000
H 2.207 -0.864 -0.515  0.000
H 3.113 0.142 -1.298  0.000
H 3.534 -1.344 -1.279  0.000
B 0.498 -0.240 0.027  0.001
H 0.911 -1.209 -0.203  0.000
H 0.358 -0.185 1.095  0.000
H 1.169 0.570 -0.215  0.000
H -0.424 -0.084 -0.513  0.000
C -2.417 -1.045 -2.758  0.000
C -3.655 -1.860 -2.977  0.000
O -4.321 -2.121 -1.712  -0.002
O -1.591 -1.881 -2.006  0.004
H -2.628 -0.217 -2.081  0.000
H -2.034 -0.700 -3.719  0.000
H -3.307 -2.705 -3.570  0.000
H -4.281 -1.200 -3.578  0.000
H -5.116 -2.631 -1.882  0.000
H -0.999 -1.470 -1.372  0.000
C -2.373 -1.826 1.559  0.133
C -3.419 -2.977 1.774  0.097
O -3.385 -3.680 0.539  0.610
O -1.085 -2.363 1.732  0.078
H -2.735 -0.994 2.164  0.033
H -2.447 -1.606 0.494  0.005
H -4.472 -2.705 1.703  0.026
H -3.235 -3.691 2.577  0.002
H -3.784 -3.235 -0.213  0.007
H -0.466 -1.679 1.465  0.004
C -2.024 3.740 2.081  0.000
C -1.687 2.379 1.428  0.001
O -1.128 2.568 0.063  0.000
O -3.026 4.350 1.349  0.000
H -1.168 4.401 1.945  0.000
H -2.197 3.604 3.149  0.000
H -2.592 1.781 1.318  0.000
H -0.977 1.793 2.011  0.000
H -0.510 1.878 -0.188  0.000
H -2.882 5.287 1.500  0.000
C 3.252 3.178 1.564  0.000
C 1.847 2.726 1.819  0.000
O 1.992 1.346 2.222  0.000
O 3.678 3.195 0.172  0.000
H 3.977 2.478 1.979  0.000
H 3.313 4.213 1.899  0.000
H 1.163 2.904 0.990  0.000
H 1.490 3.277 2.689  0.000
H 1.370 0.831 1.703  0.000
H 4.341 2.508 0.069  0.000
C -0.241 2.177 -3.057  0.000
C 0.745 2.367 -4.185  0.000
O 1.936 2.970 -3.997  0.000
O -0.920 3.439 -2.695  0.000
H 0.292 1.961 -2.131  0.000
H -1.000 1.438 -3.313  0.000
H 0.358 2.972 -5.005  0.000
H 0.999 1.397 -4.613  0.000
H 2.454 2.264 -3.603  0.000
H -1.470 3.384 -1.910  0.000
C 3.166 -4.812 1.877  0.000
C 3.357 -3.447 2.514  0.000
O 2.567 -2.425 1.958  0.000
O 3.470 -4.756 0.492  0.000
H 2.144 -5.170 2.002  0.000
H 3.701 -5.540 2.487  0.000
H 4.425 -3.230 2.546  0.000
H 3.133 -3.571 3.573  0.000
H 2.574 -1.594 2.439  0.000
H 3.355 -3.809 0.383  0.000

The spin multiplicity is 2. For the HOMO-LUMO gap (alpha / beta), the calculation gives 8.474 / 3.272 eV. Its energy above the lowest of the compared OMol25 structures with the same formula, charge and spin is 0.000 eV. As for the total energy: -1485.28151 a.u. The total charge is +1. As for the maximum force: 4.366 eV/A.